# C17H15MgN5S

A structure of composition C17H15MgN5S (wB97M-V/def2-TZVPD, the Open Molecules 2025 dataset).

Each line ends with the Mulliken charge.
CARTESIAN COORDINATES (ANGSTROEM)
C -1.21048 5.13976 -0.92731  -0.586
H 0.26894 -0.78256 -1.98011  0.434
H 0.68586 -0.89893 2.16374  0.404
C 3.68776 -2.11561 1.15951  -0.424
N 1.44287 2.08296 -0.01913  -0.426
C 0.47478 3.07539 -0.32474  0.831
H -3.18469 -4.44593 -1.46553  0.308
H -2.71318 -4.55311 0.23996  0.337
C 4.00969 -1.14880 0.21412  -0.565
N -1.24067 -0.99416 -0.46321  -0.176
C -1.97689 -2.02806 -0.10385  0.020
C -0.44500 -1.42944 -1.49964  -0.655
C 3.14796 -0.09233 -0.02537  -0.231
C 0.16211 5.35062 -0.99367  -0.468
C -1.72348 3.89482 -0.56836  -0.219
N 1.00564 1.02205 0.46218  0.264
S -4.90458 -0.54790 3.00872  -0.449
C -0.71001 -2.73937 -1.74439  -0.390
H 2.09370 4.42345 -0.72722  0.425
N -1.68889 -3.10534 -0.85070  0.135
H 3.37940 0.66889 -0.75758  0.450
H 4.93616 -1.22157 -0.34036  0.369
H -2.80248 3.78410 -0.53532  0.355
H -0.30027 -3.43478 -2.45523  0.450
H -2.71083 -2.01749 0.68680  0.245
Mg -1.22388 0.85084 0.50540  0.700
C 2.49569 -2.02751 1.86365  -0.699
C -2.34689 -4.39728 -0.77154  -0.881
C -0.90397 2.81023 -0.26032  -0.552
H 4.36574 -2.93884 1.34281  0.388
H -1.63377 -5.18172 -1.01231  0.332
N -2.44632 0.25064 1.98441  -0.790
C -3.49797 -0.06880 2.40783  0.542
C 1.01741 4.30684 -0.69257  -0.592
C 1.62252 -0.97882 1.62294  -0.224
H 0.55600 6.31835 -1.27513  0.362
H -1.88896 5.95253 -1.15908  0.364
C 1.95529 -0.00580 0.68785  0.222
H 2.24565 -2.77729 2.60273  0.387

Calculated values
- Total energy: -1528.93860 Ha
- HOMO-LUMO gap: 0.2704 Eh